Molecular formula: C5H6O2
Method: DFT, the ωB97M-V functional and the def2-TZVPD basis

Atoms and positions in Å:
C -1.978 0.037 -0.253
C -0.509 -0.044 0.016
O -0.044 -1.268 0.444
C 0.418 0.882 -0.246
C 1.849 0.641 -0.069
C 2.384 -0.508 0.321
O 2.952 -1.474 0.652
H -2.566 -0.276 0.621
H -2.283 1.051 -0.521
H -2.240 -0.638 -1.078
H -0.675 -1.663 1.060
H 0.121 1.849 -0.638
H 2.572 1.413 -0.309

For the electronic energy, the calculation gives -9375.8157 eV. Its strongest force on any atom is 1.10 eV/Å. As for the SMILES: C/C(O)=C/C=C=O. For the LUMO energy, the calculation gives 0.730 eV.


Molecular formula: C18H28IN3O3P2S
Method: DFT, the ωB97M-V functional and the def2-TZVPD basis

Atoms and positions in Å:
C 0.200 2.250 2.412
C 0.837 2.197 1.026
O 2.272 2.214 1.080
P 3.051 1.302 0.015
O 4.498 1.451 0.168
C 2.498 1.849 -1.617
C 2.142 0.746 -2.631
C 0.792 1.016 -3.322
C -0.312 0.918 -2.306
C -1.049 2.062 -1.922
N -2.002 2.049 -1.038
C -2.250 0.832 -0.476
C -3.261 0.742 0.523
P -4.124 2.306 0.907
N -5.069 2.857 -0.219
C -3.518 -0.467 1.121
I -4.990 -0.777 2.585
C -2.805 -1.618 0.736
C -1.819 -1.557 -0.221
C -1.081 -2.796 -0.626
C -0.306 -3.474 0.520
C 1.113 -3.852 0.120
S 1.187 -4.996 -1.302
C -1.530 -0.314 -0.842
N -0.544 -0.252 -1.783
O 2.536 -0.196 0.210
C 2.947 -0.799 1.450
C 1.826 -0.888 2.483
H -0.615 2.964 2.399
H 0.918 2.521 3.177
H -0.222 1.286 2.670
H 0.503 3.067 0.467
H 0.457 1.325 0.497
H 3.346 2.407 -1.995
H 1.692 2.568 -1.499
H 2.059 -0.233 -2.174
H 2.901 0.677 -3.402
H 0.581 0.237 -4.046
H 0.805 1.993 -3.793
H -0.806 3.009 -2.382
H -3.106 3.242 1.185
H -4.818 2.118 2.108
H -5.097 2.255 -1.030
H -3.032 -2.570 1.186
H -0.393 -2.599 -1.434
H -1.780 -3.526 -1.024
H -0.232 -2.850 1.405
H -0.798 -4.404 0.787
H 1.696 -2.975 -0.148
H 1.629 -4.360 0.928
H 1.287 -4.102 -2.291
H 3.780 -0.255 1.881
H 3.324 -1.791 1.234
H 1.852 -1.869 2.951
H 0.847 -0.786 2.031
H 1.981 -0.151 3.261

For the electronic energy, the calculation gives -67247.9887 eV. Its strongest force on any atom is 1.80 eV/Å. As for the SMILES: CCOP(=O)(CCCc1cnc2c([PH2]=N)c(I)cc(CCCS)c2n1)OCC. For the LUMO energy, the calculation gives -1.038 eV.